[1]
{
  "formula": "C17H22AuN2OS2",
  "method": "the ωB97M-V functional and the def2-TZVPD basis",
  "homo_ev": -11.2,
  "total_charge": 1,
  "spin_multiplicity": 1,
  "e_lumo_ev": -4.96,
  "e_above_lowest_ev": 0.767,
  "species": ["Au", "C", "N", "C", "C", "N", "C", "C", "C", "C", "C", "C", "C", "S", "C", "C", "C", "C", "C", "C", "S", "H", "H", "H", "H", "H", "H", "H", "H", "H", "H", "H", "H", "H", "H", "H", "H", "H", "H", "C", "O", "H", "H", "H", "H"],
  "coordinates": [[-0.22002, -0.29165, 0.26240], [2.62035, -0.41662, 1.28538], [1.54753, 0.60349, 1.14108], [2.05952, 1.67642, 0.20125], [1.02401, 2.33378, -0.71294], [0.36583, 1.36121, -1.59124], [1.21078, 0.85340, -2.67823], [-0.93861, 1.75282, -2.06455], [-1.11546, 2.95659, -2.72249], [-2.37344, 3.34573, -3.16928], [-3.46721, 2.52387, -2.95656], [-3.30830, 1.32472, -2.27959], [-2.04860, 0.91543, -1.84623], [-1.94853, -0.68611, -1.11239], [1.18186, 1.21159, 2.43785], [2.17078, 1.57886, 3.34036], [1.82375, 2.20957, 4.52404], [0.48845, 2.46738, 4.80312], [-0.49672, 2.08753, 3.90806], [-0.15599, 1.46879, 2.70742], [-1.46508, 1.09875, 1.56439], [3.57070, 0.05797, 1.53242], [2.73603, -0.93512, 0.33498], [2.34964, -1.12992, 2.05749], [2.86326, 1.22915, -0.38238], [2.51179, 2.45000, 0.82316], [1.54863, 3.11222, -1.28180], [0.25748, 2.82404, -0.11174], [1.48425, 1.64090, -3.39037], [0.67227, 0.07082, -3.21104], [2.12602, 0.42218, -2.27192], [-0.26428, 3.60810, -2.87987], [-2.49494, 4.29833, -3.66714], [-4.45030, 2.82354, -3.29287], [-4.16494, 0.69649, -2.07238], [3.21109, 1.37530, 3.12734], [2.59490, 2.49110, 5.22748], [0.20915, 2.95215, 5.72875], [-1.53922, 2.26239, 4.14190], [1.08108, -3.43698, -0.65306], [0.61361, -2.57866, 0.40725], [0.31532, -4.15828, -0.93188], [1.99110, -3.95149, -0.34715], [1.28749, -2.79915, -1.50916], [0.10045, -3.09382, 1.03804]],
  "lowdin_charge": [0.73, -0.06, -0.26, -0.13, -0.17, -0.24, -0.05, -0.30, -0.01, -0.05, -0.06, -0.10, -0.59, 0.66, -0.28, -0.03, -0.06, -0.06, -0.10, -0.56, 0.71, 0.09, 0.09, 0.10, 0.11, 0.14, 0.13, 0.12, 0.10, 0.10, 0.08, 0.12, 0.11, 0.11, 0.11, 0.12, 0.11, 0.12, 0.11, -0.09, -0.23, 0.09, 0.09, 0.08, 0.10]
}

[2]
{
  "formula": "C30H30N5O",
  "method": "the ωB97M-V functional and the def2-TZVPD basis",
  "homo_ev": -11.2,
  "total_charge": 1,
  "spin_multiplicity": 1,
  "e_lumo_ev": -4.88,
  "species": ["C", "N", "C", "O", "C", "C", "C", "C", "C", "C", "C", "C", "N", "C", "C", "C", "C", "C", "C", "C", "C", "N", "C", "C", "C", "C", "C", "H", "H", "H", "H", "H", "H", "H", "H", "H", "H", "H", "H", "H", "H", "H", "H", "H", "H", "H", "H", "H", "H", "H", "H", "C", "C", "C", "C", "C", "C", "N", "C", "N", "H", "H", "H", "H", "H", "H"],
  "coordinates": [[-4.26411, -3.23607, -1.61941], [-3.03844, -2.75093, -1.02540], [-2.10045, -3.60349, -0.51587], [-2.19454, -4.82788, -0.47726], [-0.93971, -2.74813, -0.00372], [0.37616, -3.03813, -0.72629], [0.86231, -4.44931, -0.49606], [1.08395, -5.29948, -1.58289], [1.41822, -6.63720, -1.36212], [1.58125, -7.11014, -0.05264], [1.42266, -6.23749, 1.03217], [1.07347, -4.90188, 0.80928], [-1.42184, -1.38530, -0.23026], [-0.65729, -0.31725, 0.07912], [-1.06600, 0.99789, -0.11434], [-0.33502, 2.13991, 0.18477], [-0.85701, 3.45352, -0.05939], [-0.12377, 4.60185, 0.33699], [-0.64165, 5.88030, 0.19123], [-1.91023, 6.07296, -0.38424], [-2.45089, 7.39313, -0.54646], [-2.89691, 8.46798, -0.68287], [-2.64756, 4.96122, -0.81022], [-2.12744, 3.68075, -0.68358], [-2.74656, -1.33011, -0.88344], [-2.68677, -0.67955, -2.27339], [-3.82941, -0.68246, -0.00525], [-4.26109, -4.32853, -1.60496], [-5.13679, -2.87059, -1.06334], [-4.35311, -2.88992, -2.65706], [-0.82151, -2.93156, 1.08104], [0.22429, -2.86409, -1.80371], [1.12608, -2.31558, -0.36930], [0.95379, -4.90454, -2.59377], [1.54382, -7.30779, -2.21405], [1.83609, -8.15724, 0.12208], [1.56088, -6.59119, 2.05559], [0.93816, -4.20622, 1.64211], [0.32247, -0.53084, 0.52049], [-2.06267, 1.14166, -0.52602], [0.61812, 2.03796, 0.69634], [0.86815, 4.44269, 0.76341], [-0.07261, 6.74890, 0.52459], [-3.63686, 5.11092, -1.24766], [-2.71629, 2.84795, -1.07108], [-2.02788, -1.27025, -2.92479], [-3.69653, -0.65425, -2.70121], [-2.30145, 0.34054, -2.22557], [-4.00181, -1.31036, 0.87954], [-3.54335, 0.31706, 0.32670], [-4.76064, -0.61084, -0.58165], [4.39738, 3.41716, 3.83404], [3.22748, 3.13425, 3.11046], [3.34274, 2.74751, 1.77046], [4.62436, 2.65505, 1.18956], [5.79187, 2.92918, 1.88439], [5.66621, 3.31699, 3.23256], [4.39808, 2.27441, -0.13518], [3.05361, 2.15428, -0.32207], [2.39121, 2.43388, 0.79898], [4.33541, 3.71986, 4.88118], [2.22818, 3.19985, 3.53950], [6.75802, 2.84126, 1.38355], [6.55791, 3.54396, 3.82229], [5.11280, 2.10582, -0.83598], [2.63304, 1.86793, -1.27990]],
  "lowdin_charge": [0.00, -0.04, -0.36, 0.10, -0.16, -0.09, -0.24, -0.04, -0.07, -0.07, -0.06, -0.04, 0.06, 0.04, -0.06, 0.04, -0.18, 0.01, 0.00, -0.20, -0.15, 0.18, -0.01, 0.01, -0.46, 0.02, 0.02, 0.10, 0.10, 0.10, 0.17, 0.13, 0.12, 0.11, 0.11, 0.11, 0.11, 0.11, 0.16, 0.06, 0.07, 0.11, 0.13, 0.13, 0.11, 0.11, 0.10, 0.07, 0.11, 0.08, 0.10, -0.08, -0.01, -0.23, -0.20, -0.01, -0.07, 0.11, -0.13, 0.05, 0.11, 0.11, 0.12, 0.11, 0.16, 0.13]
}

[3]
{
  "formula": "C3H9O2",
  "method": "the ωB97M-V functional and the def2-TZVPD basis",
  "homo_ev": -2.8,
  "total_charge": -1,
  "spin_multiplicity": 1,
  "e_lumo_ev": 4.44,
  "e_above_lowest_ev": 0.800,
  "species": ["C", "O", "H", "H", "H", "C", "O", "C", "H", "H", "H", "H", "H", "H"],
  "coordinates": [[-2.10362, -1.52671, 0.67302], [-2.46057, -0.19695, 0.34042], [-2.27834, -1.65892, 1.74112], [-1.10732, -1.73716, 0.28742], [-2.74442, -2.18986, 0.08027], [1.22989, 0.60406, 0.19097], [-0.09292, 0.91964, 0.10104], [1.98004, 1.14078, -1.05712], [1.36117, -0.49937, 0.18113], [1.69147, 0.98710, 1.12685], [-1.62727, 0.34154, 0.43120], [1.52894, 2.11088, -1.21867], [1.56540, 0.57979, -1.90144], [3.05755, 1.12518, -0.97624]],
  "lowdin_charge": [-0.21, -0.20, 0.06, 0.06, 0.06, -0.55, -0.35, -0.15, 0.07, 0.07, 0.01, 0.04, 0.05, 0.04]
}